Entry 1:
{"formula": "C28H29N3O4S", "method": "wB97M-V/def2-TZVPD", "species": ["C", "C", "C", "C", "C", "C", "C", "H", "H", "C", "H", "H", "H", "C", "N", "C", "O", "C", "C", "C", "C", "C", "C", "H", "H", "H", "H", "S", "O", "O", "C", "C", "C", "C", "C", "C", "H", "C", "O", "N", "C", "H", "C", "N", "C", "H", "H", "H", "C", "C", "H", "H", "H", "H", "H", "H", "H", "H", "H", "H", "H", "H", "H", "H", "H"], "coordinates": [[0.52799, -2.61294, 3.98929], [0.90014, -3.17135, 2.65069], [1.58429, -2.38520, 1.73499], [1.93208, -2.85154, 0.47413], [1.64372, -4.17397, 0.12378], [0.97047, -4.96221, 1.04889], [0.58698, -4.47145, 2.28300], [0.04928, -5.10935, 2.97012], [0.73509, -5.98468, 0.79009], [2.03442, -4.75121, -1.19923], [1.40891, -4.33566, -1.98764], [3.07281, -4.53195, -1.44150], [1.90093, -5.83007, -1.19412], [2.58192, -1.90730, -0.50106], [1.59601, -1.32918, -1.42986], [1.91357, -1.31369, -2.75743], [2.95754, -1.77388, -3.17273], [1.00789, -0.57241, -3.69056], [-0.32690, -0.89260, -3.88135], [-1.10398, -0.24152, -4.81851], [-0.53798, 0.74989, -5.60212], [0.80051, 1.07393, -5.43698], [1.57246, 0.41285, -4.49766], [2.62012, 0.64569, -4.38194], [1.24857, 1.84016, -6.05150], [-1.13383, 1.26126, -6.34250], [-2.13696, -0.53564, -4.91912], [-1.03922, -2.12118, -2.79655], [-2.44052, -2.26176, -3.07912], [-0.22279, -3.30103, -2.80290], [-0.84595, -1.20599, -1.26960], [-1.98196, -0.78420, -0.60725], [-1.87781, 0.01058, 0.51877], [-0.62086, 0.43958, 0.93078], [0.51441, 0.03241, 0.24749], [0.42533, -0.82562, -0.84945], [1.47969, 0.39086, 0.56905], [-0.46862, 1.24044, 2.19542], [-0.45096, 0.68457, 3.27804], [-0.31273, 2.56945, 2.04488], [-0.23135, 3.43472, 3.20233], [-0.17123, 2.80505, 4.09095], [-1.46075, 4.33897, 3.25808], [-1.55903, 5.10022, 2.02485], [-2.62219, 6.07958, 2.07396], [-3.61643, 5.62426, 2.20084], [-2.61799, 6.65514, 1.14968], [-2.44085, 6.75696, 2.90652], [-1.69735, 4.20128, 0.89519], [-0.46445, 3.29792, 0.80976], [-0.55827, 2.60531, -0.02742], [0.42214, 3.92505, 0.66484], [-1.77534, 4.79535, -0.01781], [-2.60288, 3.57127, 0.97985], [-1.36040, 5.03667, 4.09148], [-2.36063, 3.72001, 3.42689], [0.67017, 4.04936, 3.11962], [-2.75771, 0.30292, 1.07017], [-2.93604, -1.11507, -0.98670], [3.08984, -1.09803, 0.03431], [3.31318, -2.41660, -1.13070], [1.84940, -1.37986, 2.02862], [1.40672, -2.56468, 4.63306], [-0.21713, -3.23683, 4.47636], [0.13448, -1.60307, 3.88653]], "forces_ev_per_a": [[0.040, 0.043, 0.033], [-0.036, -0.054, 0.015], [0.021, -0.207, 0.021], [0.085, -0.018, 0.133], [-0.029, -0.031, 0.107], [0.010, 0.013, -0.070], [0.023, 0.112, 0.023], [-0.057, -0.053, 0.083], [-0.005, -0.109, -0.047], [-0.041, 0.066, -0.158], [0.152, -0.079, -0.042], [0.089, -0.034, -0.054], [0.022, -0.073, -0.019], [0.261, -0.252, 0.106], [0.334, -0.091, 0.166], [0.352, 0.235, -0.089], [0.007, 0.008, -0.149], [0.074, -0.008, -0.409], [-0.102, -0.301, 0.355], [-0.200, -0.099, -0.028], [0.037, -0.061, 0.033], [-0.042, 0.018, 0.003], [-0.037, -0.153, 0.186], [0.091, -0.016, 0.002], [0.040, 0.065, -0.043], [-0.060, 0.029, -0.054], [-0.139, 0.036, -0.055], [-0.168, 0.240, -0.008], [-0.051, 0.295, 0.022], [0.100, 0.219, 0.013], [0.068, -0.270, -0.433], [-0.180, -0.056, 0.012], [0.184, 0.028, 0.014], [-0.057, -0.335, 0.002], [-0.174, 0.009, -0.249], [-0.396, 0.375, 0.226], [0.135, -0.042, 0.038], [0.088, -0.053, -0.220], [-0.078, -0.237, 0.200], [0.067, 0.230, 0.042], [-0.149, 0.007, 0.473], [0.042, 0.109, -0.097], [0.284, -0.024, -0.020], [-0.027, -0.068, 0.003], [0.025, -0.029, -0.010], [-0.036, -0.005, 0.005], [-0.061, 0.064, -0.015], [-0.058, 0.070, 0.023], [0.304, -0.029, -0.107], [-0.313, 0.184, -0.412], [0.049, 0.115, 0.070], [-0.052, -0.053, -0.072], [-0.030, -0.036, -0.005], [0.013, 0.030, -0.018], [-0.028, -0.038, 0.021], [0.018, 0.029, 0.016], [-0.039, -0.018, 0.036], [-0.111, 0.024, 0.049], [-0.152, 0.032, 0.002], [0.007, -0.086, -0.063], [-0.071, 0.161, 0.159], [0.036, 0.144, 0.006], [0.019, 0.007, 0.113], [-0.055, -0.027, 0.082], [-0.047, 0.042, 0.057]], "e_above_lowest_kj_mol": 33.86, "homo_ev": -8.41, "charge": 0, "lumo_ev": -0.1}



Entry 2:
{"formula": "C28H29N3O6S", "method": "wB97M-V/def2-TZVPD", "species": ["C", "H", "O", "C", "C", "C", "C", "C", "C", "O", "C", "H", "H", "H", "O", "C", "H", "H", "H", "H", "C", "N", "C", "C", "C", "C", "C", "C", "C", "C", "H", "C", "O", "N", "C", "C", "C", "C", "C", "C", "C", "H", "H", "H", "H", "H", "S", "O", "O", "N", "C", "H", "H", "H", "C", "H", "H", "H", "H", "H", "H", "H", "H", "H", "H", "H", "H"], "coordinates": [[3.98330, 4.42087, -0.28828], [4.84866, 5.07917, -0.22276], [3.23383, 4.67096, 0.87637], [2.07952, 3.96443, 1.07090], [1.59671, 3.03968, 0.16369], [0.38558, 2.38751, 0.38538], [-0.32196, 2.66491, 1.54175], [0.15881, 3.57034, 2.48767], [1.37324, 4.23447, 2.26359], [1.80873, 5.15723, 3.18648], [3.17652, 5.16530, 3.54481], [3.58157, 4.15169, 3.60002], [3.21613, 5.62671, 4.53254], [3.77245, 5.75261, 2.84428], [-0.66369, 3.70069, 3.56529], [-0.32494, 4.50075, 4.67640], [0.57226, 4.13328, 5.18073], [-1.17695, 4.41533, 5.35151], [-0.18119, 5.54509, 4.39598], [-1.25015, 2.17026, 1.77617], [-0.07372, 1.40444, -0.60175], [0.85119, 0.84405, -1.34659], [0.50895, -0.08095, -2.25699], [1.53143, -0.67145, -3.02832], [1.22958, -1.62478, -3.95788], [-0.10142, -2.01286, -4.17513], [-1.11623, -1.45974, -3.44442], [-0.83683, -0.49923, -2.45505], [-1.81639, 0.09167, -1.61514], [-1.44132, 1.06174, -0.72153], [-2.18370, 1.54339, -0.10546], [-3.24840, -0.33258, -1.64669], [-4.16109, 0.41459, -1.92378], [-3.51103, -1.63774, -1.31824], [-2.63204, -2.67087, -0.98791], [-1.45688, -2.42017, -0.28674], [-0.55923, -3.43940, -0.05728], [-0.82887, -4.73357, -0.45174], [-2.03255, -4.99834, -1.08540], [-2.93520, -3.98589, -1.37892], [-4.20524, -4.28853, -2.11682], [-4.23245, -5.33391, -2.41060], [-5.07584, -4.09128, -1.48995], [-4.28727, -3.67729, -3.01499], [-2.26440, -6.00953, -1.38516], [-0.10615, -5.50820, -0.25510], [1.05531, -3.00430, 0.58178], [1.84849, -2.59418, -0.53944], [1.55329, -4.07966, 1.39591], [0.70319, -1.63861, 1.50763], [0.13107, -2.00311, 2.78240], [-0.28294, -1.11257, 3.25492], [-0.66508, -2.72335, 2.60254], [0.87206, -2.46057, 3.44703], [1.78489, -0.68100, 1.58097], [1.39247, 0.27279, 1.93502], [2.17561, -0.55720, 0.57413], [2.58725, -1.01805, 2.24706], [-1.21728, -1.43987, 0.08416], [-4.48519, -1.89255, -1.43304], [-2.14134, -1.74807, -3.62848], [-0.32114, -2.75538, -4.92825], [2.01417, -2.08544, -4.53900], [2.54540, -0.35264, -2.85089], [2.12698, 2.80678, -0.74276], [3.41372, 4.66052, -1.19103], [4.31988, 3.38087, -0.33461]], "forces_ev_per_a": [[0.145, -0.027, -0.219], [-0.043, -0.069, -0.054], [-0.467, -0.001, 0.356], [-0.026, -0.030, -0.003], [0.068, 0.063, -0.041], [0.166, 0.518, 0.533], [0.121, 0.001, -0.159], [0.105, 0.005, -0.061], [0.080, 0.045, 0.260], [-0.360, -0.112, -0.580], [0.369, 0.117, 0.209], [-0.022, 0.007, -0.007], [0.037, -0.064, -0.022], [-0.066, -0.084, 0.122], [0.092, -0.107, -0.367], [-0.019, 0.271, 0.405], [-0.044, 0.040, -0.031], [0.076, 0.008, -0.027], [-0.027, -0.108, 0.072], [-0.137, -0.074, 0.028], [-0.023, -0.387, -0.365], [0.185, 0.377, 0.436], [-0.609, -0.352, -0.350], [-0.029, -0.165, -0.242], [0.247, 0.196, 0.116], [-0.362, -0.035, 0.033], [0.053, -0.171, -0.221], [0.304, 0.346, 0.156], [0.331, 0.560, 0.007], [-0.154, -0.345, -0.286], [-0.090, 0.043, 0.054], [-0.213, -0.083, 0.003], [0.062, 0.222, -0.015], [-0.551, -0.196, -0.050], [0.553, -0.548, 0.269], [-0.279, -0.034, 0.041], [0.293, 0.292, 0.233], [0.127, -0.156, 0.104], [0.178, 0.127, 0.079], [0.007, 0.233, -0.005], [0.096, 0.024, 0.059], [-0.050, -0.047, -0.018], [-0.136, -0.002, -0.023], [-0.069, 0.043, -0.081], [-0.024, -0.094, -0.036], [0.047, -0.180, 0.005], [-0.206, 0.122, 0.035], [0.030, 0.282, -0.028], [-0.273, 0.016, 0.094], [0.059, -0.921, -0.743], [-0.170, -0.191, 0.345], [-0.038, 0.003, -0.035], [-0.136, 0.002, 0.216], [-0.051, 0.032, 0.023], [0.443, 0.162, -0.223], [-0.019, -0.031, -0.001], [0.122, 0.230, 0.077], [0.004, 0.038, 0.026], [-0.047, 0.082, 0.013], [0.133, 0.192, -0.020], [-0.079, -0.068, -0.018], [-0.044, -0.047, -0.053], [0.093, -0.021, -0.027], [0.124, 0.029, 0.053], [0.125, 0.022, -0.072], [0.018, -0.030, 0.031], [-0.029, 0.032, -0.009]], "e_above_lowest_kj_mol": 210.39, "homo_ev": -8.08, "charge": 0, "lumo_ev": -0.1}



Entry 3:
{"formula": "C28H29N4", "method": "wB97M-V/def2-TZVPD", "species": ["C", "N", "C", "C", "C", "C", "C", "N", "C", "C", "C", "C", "C", "C", "C", "C", "C", "C", "C", "C", "C", "H", "H", "H", "H", "H", "H", "H", "H", "H", "H", "H", "H", "H", "H", "H", "H", "H", "C", "C", "C", "N", "C", "C", "C", "N", "C", "C", "C", "H", "H", "H", "H", "H", "H", "H", "H", "H", "H", "H", "H"], "coordinates": [[4.98367, 0.95693, 2.47992], [3.63787, 0.42512, 2.49616], [2.53290, 1.12067, 2.10356], [1.38174, 0.33008, 2.30911], [0.06341, 0.69186, 2.02123], [-0.99755, -0.21564, 1.94002], [-1.03649, -1.55499, 1.47528], [-2.25446, -2.09752, 1.76041], [-2.62252, -3.47852, 1.53865], [-3.06396, -1.14261, 2.38939], [-2.31332, 0.04801, 2.49560], [-2.78050, 1.10188, 3.25655], [-3.99595, 0.93684, 3.93969], [-4.73360, -0.25251, 3.82123], [-4.28965, -1.31198, 3.01447], [1.85816, -0.92511, 2.89283], [3.27259, -0.84513, 2.95187], [4.07464, -1.85863, 3.45399], [3.42424, -3.00925, 3.92253], [2.02464, -3.08188, 3.94726], [1.23736, -2.03130, 3.44735], [5.65864, 0.17946, 2.83954], [5.24953, 1.25651, 1.45967], [5.05799, 1.84839, 3.11760], [2.59122, 2.11889, 1.67507], [-0.15768, 1.74871, 1.87271], [-0.25607, -2.12169, 0.97563], [-3.65069, -3.62216, 1.88199], [-2.53823, -3.71579, 0.47027], [-1.95339, -4.16109, 2.08383], [-2.17075, 1.99958, 3.31985], [-4.36376, 1.73108, 4.58626], [-5.67143, -0.36081, 4.36276], [-4.86745, -2.21888, 2.86576], [5.15637, -1.74985, 3.46724], [4.01486, -3.85194, 4.27840], [1.53402, -3.95900, 4.37231], [0.15572, -2.07069, 3.50448], [-1.25468, 7.07362, -4.51565], [-0.05138, 7.83081, -3.91644], [0.22150, 7.20969, -2.53444], [-0.65900, 6.06533, -2.46128], [-0.52651, 5.10920, -1.48786], [-0.39309, 5.46138, -0.12285], [-0.26110, 4.43911, 0.80984], [-0.17589, 3.15322, 0.44148], [-0.27014, 2.80469, -0.84418], [-0.49429, 3.74385, -1.85005], [-1.49795, 5.85311, -3.62442], [-2.14650, 7.70278, -4.52437], [-1.03212, 6.74002, -5.53065], [0.83982, 7.67195, -4.53186], [-0.22967, 8.90404, -3.81689], [1.27503, 6.88742, -2.43376], [0.04119, 7.92029, -1.71042], [-0.44839, 6.50200, 0.19975], [-0.20474, 4.65708, 1.87931], [-0.16096, 1.74697, -1.09838], [-0.55911, 3.42294, -2.89002], [-2.56404, 5.76088, -3.34741], [-1.22099, 4.91287, -4.13025]], "forces_ev_per_a": [[0.313, 0.318, -0.187], [-1.286, 0.966, -0.649], [0.531, -0.861, 0.611], [0.159, -0.219, -0.258], [0.631, -0.233, 0.101], [-0.552, -0.745, -0.281], [-0.738, 0.454, 0.889], [1.027, 0.761, -0.456], [0.065, -0.477, -0.348], [0.648, 0.197, 0.327], [-0.085, -0.668, -0.211], [-0.769, 0.126, 0.446], [0.545, 0.087, -0.328], [0.094, -0.383, -0.476], [-0.231, 0.574, 0.263], [0.788, 0.049, -0.197], [-0.762, 0.189, 0.199], [-0.255, -0.398, 0.082], [0.217, 0.391, -0.204], [-0.290, 0.495, -0.152], [0.257, -0.806, 0.391], [0.017, 0.309, -0.130], [0.073, -0.212, 0.211], [-0.030, -0.375, -0.042], [0.078, -0.263, 0.151], [0.011, -0.077, 0.068], [-0.260, 0.069, 0.117], [0.314, -0.092, -0.201], [-0.217, 0.023, 0.264], [-0.264, 0.298, -0.038], [-0.287, -0.012, 0.233], [0.047, -0.160, -0.193], [0.200, 0.066, -0.148], [-0.001, 0.159, 0.301], [-0.216, -0.231, 0.091], [-0.138, 0.249, -0.018], [0.187, 0.260, -0.138], [0.166, -0.166, 0.051], [0.014, 0.042, 0.026], [0.335, -0.193, 0.159], [0.205, 0.388, 0.378], [-0.422, -0.023, 0.262], [0.102, -0.261, 0.020], [-0.010, -0.341, -0.023], [0.118, 0.086, -1.029], [0.109, -0.258, 0.527], [-0.293, 0.998, -0.279], [0.167, -0.261, 0.661], [0.067, -0.443, -0.234], [0.125, -0.038, -0.142], [-0.189, 0.239, 0.025], [-0.213, 0.227, -0.011], [0.034, -0.172, -0.201], [-0.326, 0.088, -0.064], [-0.055, -0.093, -0.273], [0.049, -0.309, -0.186], [-0.010, -0.085, -0.287], [-0.061, 0.236, 0.201], [-0.032, 0.165, 0.370], [0.407, 0.014, 0.039], [-0.105, 0.330, -0.080]], "homo_ev": -10.11, "charge": 1, "lumo_ev": -4.0}



Going through the records in order, we get frontier orbital gap values of 0.3068 0.2915 0.2231 Eh.